a | The following is a DFT calculation (ωB97M-V/def2-TZVPD) of a molecular structure, C3H9NOS.

Cartesian coordinates (Å):
C: 1.30020 0.42834 0.39592
C: 0.36253 -0.67286 0.12775
C: -1.10099 -0.90630 0.43897
H: -0.21237 2.01123 -0.18898
H: 0.94759 1.30572 -1.46493
H: 1.33759 0.82363 1.61998
H: 2.43923 -0.15144 0.26087
H: 0.69044 -1.48703 0.79649
H: -0.25448 -0.96506 -1.86051
H: -1.61862 -1.05471 1.51158
H: -1.20959 -1.77476 -0.23124
H: -2.28350 1.55576 0.42932
N: 0.90140 1.60428 -0.41827
O: 0.69021 -1.13807 -1.04963
S: -1.98964 0.42125 -0.36732

For the HOMO energy, the calculation gives -8.47 eV. The calculation puts the HOMO-LUMO gap at 0.3220 Eh. The LUMO energy comes out at 0.29 eV.

---

b | The following is a DFT calculation (ωB97M-V/def2-TZVPD) of C3H9NOS in the gas phase.

Cartesian coordinates (Å):
C: -0.13708 1.84212 -1.61713
N: 0.20361 1.12147 -0.42696
S: 0.48843 -0.33242 -0.17829
C: 1.63082 -0.50715 1.12417
C: -0.94003 -1.32351 0.38984
O: 1.17146 -1.38820 -1.80360
H: -0.27170 1.29541 -2.48361
H: 0.63340 2.58882 -1.78948
H: -1.05239 2.36326 -1.50968
H: 1.74857 0.40347 1.63512
H: 1.18380 -1.28264 1.81799
H: 2.60645 -0.67406 0.65978
H: -1.07280 -0.98867 1.34358
H: -1.88058 -0.98164 0.01880
H: -0.77282 -2.31954 -0.03417

For the HOMO energy (alpha / beta), the calculation gives -8.88 / -8.88 eV. The calculation puts the HOMO-LUMO gap (alpha / beta) at 0.3401 / 0.3401 Eh. The LUMO energy (alpha / beta) comes out at 0.37 / 0.37 eV.

---

What should be chosen as the most stable of them? Choose a.

---

a | The following is a DFT calculation (ωB97M-V/def2-TZVPD) of 2 unconnected molecules or ions with the total composition C7H17N.

Cartesian coordinates (Å):
C: 2.38455 0.84082 -0.78074
C: 3.51998 -0.03382 -0.23552
C: 1.13306 0.66000 -0.02876
N: 0.38798 -0.46993 -0.46044
C: -3.08672 0.33984 1.23289
C: -1.67555 0.58709 0.67196
C: -0.83879 -0.76521 0.27852
C: -1.60405 -1.51815 -0.73028
H: 2.35416 0.52252 -1.82650
H: 2.68422 1.90531 -0.77114
H: 4.38350 -0.09085 -1.01497
H: 2.87890 -1.02298 -0.18129
H: 3.93401 0.31398 0.72918
H: 1.40526 0.57842 1.08339
H: 0.35760 1.57919 0.02568
H: 0.30066 2.48952 -0.39282
H: -3.20271 -0.44775 1.99269
H: -3.65865 1.18338 1.69981
H: -3.76652 -0.01079 0.37217
H: -1.09733 1.19901 1.36850
H: -1.92813 1.02912 -0.26398
H: -0.82337 -1.46156 1.12052
H: -1.36499 -2.56184 -0.84766
H: -2.77542 -1.48681 -0.63328
H: -1.39196 -1.09176 -1.68575

For the HOMO energy, the calculation gives -8.36 eV. The calculation puts the HOMO-LUMO gap at 0.2751 Eh. The LUMO energy comes out at -0.88 eV.

---

b | The following is a DFT calculation (ωB97M-V/def2-TZVPD) of C7H17N in the gas phase.

Cartesian coordinates (Å):
C: -0.17633 -2.29667 1.13487
N: 0.28332 -0.97819 1.51136
C: -0.31186 0.31603 0.84907
C: -1.83852 0.25654 0.84146
C: 0.41685 0.52397 -0.48015
C: 0.16113 -0.49872 -1.58759
C: 1.92424 0.76424 -0.31744
C: -0.24518 1.96217 -0.98394
H: -0.09312 -2.97582 1.99275
H: -1.22767 -2.32706 0.83570
H: 0.41364 -2.73021 0.32261
H: 1.28632 -0.95172 1.67583
H: -0.01094 1.10805 1.54230
H: -2.23143 -0.40086 0.06278
H: -2.20784 -0.11289 1.80381
H: -2.26701 1.25216 0.69179
H: -0.88796 -0.79763 -1.64318
H: 0.43398 -0.08083 -2.56353
H: 0.77509 -1.39213 -1.45571
H: 2.45072 -0.16536 -0.08396
H: 2.13082 1.48170 0.48273
H: 2.35763 1.15938 -1.24292
H: -0.22494 2.74011 -0.21549
H: -1.26594 1.82032 -1.34860
H: 0.35501 2.32339 -1.82456

For the HOMO energy, the calculation gives -8.01 eV. The calculation puts the HOMO-LUMO gap at 0.3274 Eh. The LUMO energy comes out at 0.90 eV.

---

c | The following is a DFT calculation (ωB97M-V/def2-TZVPD) of C7H17N in the gas phase.

Cartesian coordinates (Å):
C: -1.60556 0.93720 -2.34319
C: -0.10600 0.98155 -2.66999
C: 0.69178 1.19913 -1.36470
C: 0.81081 -0.08888 -0.54593
N: 0.95526 0.25533 0.89428
C: 0.56634 -0.74314 1.92041
C: -0.39476 -0.04607 2.89449
C: 0.04189 -2.05779 1.39377
H: -1.97019 1.87660 -1.93728
H: -1.75900 0.15307 -1.59387
H: -2.15751 0.57741 -3.21290
H: 0.09472 1.79562 -3.36520
H: 0.15176 0.00912 -3.03034
H: 0.18752 2.00324 -0.82615
H: 1.72557 1.51963 -1.51208
H: 1.72671 -0.60243 -0.84566
H: -0.02945 -0.76717 -0.65781
H: 1.91644 0.51377 1.05628
H: 1.45806 -0.89200 2.53434
H: -0.63838 -0.57843 3.81086
H: -1.31729 0.21774 2.35938
H: 0.03074 0.93237 3.10622
H: -0.96233 -1.87403 0.99417
H: -0.16706 -2.74469 2.18937
H: 0.74993 -2.57715 0.75154

For the HOMO energy, the calculation gives -8.44 eV. The calculation puts the HOMO-LUMO gap at 0.3507 Eh. The LUMO energy comes out at 1.10 eV.

---

d | The following is a DFT calculation (ωB97M-V/def2-TZVPD) of a molecular structure, C7H17N.

Cartesian coordinates (Å):
C: -0.98262 0.11011 -0.94441
N: 0.08796 0.86302 -0.34724
C: 1.22728 1.44525 -1.55198
C: 2.08107 2.58112 -0.85156
C: -1.86624 -0.29233 0.20175
C: 0.00692 -2.71610 1.08551
C: 0.13747 -1.24300 1.42350
C: -1.25471 -0.65591 1.50750
H: -0.72019 -0.86740 -1.50265
H: -1.62969 0.71242 -1.67410
H: 0.15212 1.78685 -1.07116
H: 1.90824 0.73831 -2.04817
H: 0.75240 1.87698 -2.47019
H: 2.89885 2.06318 -0.12975
H: 2.69894 3.15349 -1.58490
H: 1.42114 3.37667 -0.38969
H: -2.46989 0.52518 0.45469
H: -2.57211 -1.11045 -0.17310
H: 0.89134 -3.46978 1.36994
H: -0.02734 -2.83382 -0.04758
H: -0.93301 -3.20877 1.45724
H: 0.71638 -0.73690 0.70141
H: 0.63624 -1.05711 2.42005
H: -1.21113 0.27194 2.12035
H: -1.94940 -1.31295 2.04454

For the HOMO energy, the calculation gives -8.97 eV. The calculation puts the HOMO-LUMO gap at 0.3636 Eh. The LUMO energy comes out at 0.92 eV.

---

What should be chosen as the most stable of them? Choose b.

---

a | The following is a DFT calculation (ωB97M-V/def2-TZVPD) of C7H17N in the gas phase.

Cartesian coordinates (Å):
C: 0.93587 3.10638 -2.38187
C: 0.66118 2.17145 -1.31135
C: 1.21653 0.72392 -1.48854
C: 0.05797 -0.09782 -0.94795
C: 0.24564 -0.49559 0.56805
N: -0.88253 -1.48423 0.65737
C: -1.56936 -1.71246 1.94920
C: -0.96345 -2.82350 2.84117
H: 1.07368 2.67152 -3.39674
H: 1.78934 3.85573 -2.32697
H: -0.06125 3.87531 -2.53217
H: -0.36967 2.28397 -0.89862
H: 1.12728 2.53136 -0.34439
H: 2.05649 0.50683 -0.89465
H: 1.48102 0.71471 -2.51446
H: -0.01753 -0.92390 -1.59276
H: -1.00708 0.36948 -0.97010
H: 1.16144 -1.03244 0.81026
H: 0.20574 0.39361 1.15920
H: -0.54139 -2.42116 0.24093
H: -1.83759 -0.80674 2.57728
H: -2.63948 -1.92268 1.48241
H: 0.00782 -2.53587 3.35407
H: -1.49507 -3.23156 3.70424
H: -0.63561 -3.71631 2.25637

For the HOMO energy, the calculation gives -8.46 eV. The calculation puts the HOMO-LUMO gap at 0.3526 Eh. The LUMO energy comes out at 1.13 eV.

---

b | The following is a DFT calculation (ωB97M-V/def2-TZVPD) of 2 unconnected molecules or ions with the total composition C7H17N.

Cartesian coordinates (Å):
C: -0.54926 0.89342 0.04177
C: 0.42342 0.24403 1.06966
C: 1.83018 0.87054 1.07711
C: 1.75251 2.42503 1.06279
C: -1.50437 -0.19573 -0.52569
N: -2.13296 -0.87216 0.51175
C: -2.10747 -2.27998 0.29868
C: 0.41886 -1.04399 -2.19234
H: -1.03745 1.71373 0.58132
H: 0.02588 1.37537 -0.75030
H: 0.45289 -0.81204 0.74925
H: 0.01576 0.32122 2.09157
H: 2.44713 0.63479 0.18352
H: 2.41390 0.39357 1.86012
H: 2.80029 2.72043 1.11957
H: 1.36332 2.71007 0.09609
H: 1.27567 2.69173 2.00387
H: -0.71854 -0.65917 -1.31046
H: -2.27304 0.42833 -1.02049
H: -1.12784 -2.80535 0.26525
H: -2.68567 -2.70098 -0.55066
H: -2.68472 -2.75381 1.12079
H: 0.23838 -0.12052 -2.76699
H: -0.11024 -1.89382 -2.63715
H: 1.47334 -1.28471 -2.37904

For the HOMO energy, the calculation gives -7.51 eV. The calculation puts the HOMO-LUMO gap at 0.2054 Eh. The LUMO energy comes out at -1.92 eV.

---

What should be chosen as the most stable of them? Choose a.

---

a | The following is a DFT calculation (ωB97M-V/def2-TZVPD) of 2 unconnected molecules or ions with the total composition C4H6F2.

Cartesian coordinates (Å):
C: -1.64973 -1.00162 -0.30162
C: -1.02280 0.11173 -0.69163
C: -0.43568 1.03258 0.22873
C: 1.77597 -0.01311 0.44995
F: 2.48645 0.54809 -0.47153
F: 1.67413 -1.31464 0.09026
H: -1.89834 -1.74296 -0.96760
H: -1.89731 -1.11065 0.68446
H: -0.64536 0.31822 -1.62159
H: 0.10830 1.94752 -0.16859
H: -0.54622 1.10195 1.32204
H: 2.05058 0.12288 1.44712

For the HOMO energy (alpha / beta), the calculation gives -7.87 / -8.24 eV. The calculation puts the HOMO-LUMO gap (alpha / beta) at 0.3078 / 0.3065 Eh. The LUMO energy (alpha / beta) comes out at 0.50 / 0.10 eV.

---

b | The following is a DFT calculation (ωB97M-V/def2-TZVPD) of C4H6F2 in the gas phase.

Cartesian coordinates (Å):
C: 0.93300 0.11428 -0.23680
C: -0.56910 0.19259 -0.66945
C: -1.52064 0.70958 0.33700
F: -2.49893 1.56346 -0.05287
C: -1.76060 -0.82688 0.38811
F: -2.82660 -1.29194 -0.30608
H: 1.17273 -0.88842 -0.66908
H: 0.86578 0.30462 0.80058
H: 1.57317 0.85228 -0.67251
H: -0.85892 0.15095 -1.71436
H: -1.07028 1.19072 1.27328
H: -1.24021 -1.68103 0.83254

For the HOMO energy, the calculation gives -8.69 eV. The calculation puts the HOMO-LUMO gap at 0.3601 Eh. The LUMO energy comes out at 1.11 eV.

---

What should be chosen as the most stable of them? Choose b.